[1]
{"formula": "C2H8O2Tl", "method": "ωB97M-V with the def2-TZVPD basis set", "gap_ev": 2.1, "relative_energy_kcal_mol": 0.0, "charge": 3, "e_homo_ev": -22.543, "lumo_ev": -20.481, "energy_ev": -10950.404, "species": ["Tl", "C", "O", "H", "H", "H", "H", "C", "O", "H", "H", "H", "H"], "coordinates": [[0.26952, -0.13081, 0.03088], [2.38918, 2.18539, -2.42846], [1.51113, 2.27470, -1.36695], [2.51284, 3.15419, -2.97138], [3.44195, 2.06291, -1.99713], [2.23516, 1.32158, -3.08075], [1.63741, 3.20523, -1.03090], [-2.60717, -2.21693, 2.30228], [-1.43513, -2.14341, 1.57415], [-3.50379, -2.32515, 1.61649], [-2.63046, -3.04406, 3.04339], [-2.75709, -1.29064, 2.87942], [-1.06355, -3.05301, 1.42897]], "atomic_forces_ev_per_a": [[0.00, -0.03, 0.02], [-1.33, -0.50, -0.03], [1.19, 0.95, -1.38], [0.35, 0.33, 0.24], [0.75, 0.28, 0.02], [-0.18, -0.20, 0.32], [-0.45, -0.38, 0.44], [1.62, 0.62, 1.41], [-0.72, -0.73, 0.73], [-0.64, -0.24, -0.21], [-0.18, -0.81, -0.79], [-0.21, 0.56, -0.77], [-0.19, 0.16, 0.00]]}

[2]
{"formula": "C10H12N3", "method": "ωB97M-V with the def2-TZVPD basis set", "gap_ev": [8.1, 8.1], "relative_energy_kcal_mol": 66.1, "charge": 1, "e_homo_ev": [-11.692, -11.692], "smiles": "C#CCC(=[NH2+])N/N=C1\\C=CC=CC1", "lumo_ev": [-3.625, -3.625], "energy_ev": -15024.205, "species": ["C", "C", "C", "C", "N", "N", "N", "C", "C", "C", "C", "C", "C", "H", "H", "H", "H", "H", "H", "H", "H", "H", "H", "H", "H"], "coordinates": [[-1.79924, -2.40331, -1.35114], [-2.14949, -1.48526, -0.66915], [-2.90803, -0.65144, 0.20436], [-2.44547, 0.75974, 0.18793], [-3.34174, 1.73288, 0.09990], [-1.17802, 1.09622, 0.27516], [-0.27718, 0.14401, 0.70257], [1.02112, 0.21110, 0.50112], [1.57215, 0.99855, -0.60152], [2.72583, 0.60168, -1.19643], [3.67795, -0.23114, -0.51498], [3.32409, -0.82318, 0.64121], [1.97379, -0.68656, 1.22440], [-1.19598, -2.96975, -1.93498], [-4.01964, -0.65120, -0.04712], [-2.79229, -1.13166, 1.21768], [-4.34900, 1.48787, 0.15690], [-3.05722, 2.70098, 0.35523], [-1.17599, 2.10926, 0.16980], [1.00376, 1.83725, -0.95893], [2.99725, 0.99074, -2.22464], [4.64668, -0.30495, -1.07877], [4.03188, -1.50044, 1.10388], [2.15473, -0.21252, 2.19655], [1.56008, -1.61886, 1.54098]], "atomic_forces_ev_per_a": [[-0.18, 1.74, 0.99], [-0.59, -1.05, -0.74], [-1.43, -0.08, 1.14], [0.08, -0.28, 0.60], [-1.01, 0.83, 0.47], [-1.27, 0.03, -0.89], [1.72, -0.60, 1.78], [-1.26, 0.82, -1.70], [0.37, -0.06, 0.34], [-0.36, 1.42, -0.71], [0.54, -0.52, -0.70], [0.96, -0.40, -1.49], [-0.03, 0.84, 0.55], [1.05, -1.77, -1.47], [1.39, -0.20, 0.24], [-0.18, 0.96, -0.55], [1.25, 0.48, -0.19], [-0.69, -1.10, -0.42], [1.99, 0.06, 0.22], [-0.34, -0.12, -0.57], [-0.34, -0.26, 1.48], [-0.86, -0.38, 1.24], [-0.13, 0.13, 0.32], [-0.14, 0.31, 0.19], [-0.52, -0.82, -0.13]]}

[3]
{"formula": "C28H40F30Mg2N6O22S10", "method": "ωB97M-V with the def2-TZVPD basis set", "gap_ev": 6.8, "relative_energy_kcal_mol": 76.3, "e_homo_ev": -8.167, "lumo_ev": -1.372, "energy_ev": -284433.229, "species": ["Mg", "Mg", "C", "C", "C", "N", "C", "C", "C", "C", "C", "C", "H", "H", "H", "H", "H", "H", "H", "H", "H", "H", "H", "H", "H", "H", "H", "H", "H", "H", "H", "H", "C", "C", "C", "N", "C", "C", "C", "C", "C", "C", "H", "H", "H", "H", "H", "H", "H", "H", "H", "H", "H", "H", "H", "H", "H", "H", "H", "H", "H", "H", "C", "F", "F", "F", "S", "O", "O", "O", "C", "F", "F", "F", "S", "O", "O", "O", "C", "F", "F", "F", "S", "O", "O", "N", "S", "O", "O", "C", "F", "F", "F", "C", "F", "F", "F", "S", "O", "O", "N", "S", "O", "O", "C", "F", "F", "F", "C", "F", "F", "F", "S", "O", "O", "N", "S", "O", "O", "C", "F", "F", "F", "C", "F", "F", "F", "S", "O", "O", "N", "S", "O", "O", "C", "F", "F", "F"], "coordinates": [[-1.03066, 2.38516, -3.03824], [-0.22297, 4.53943, 1.04424], [4.82373, -3.74781, 2.99022], [4.94772, -4.45327, 1.64612], [3.85493, -3.87338, 0.72210], [3.92641, -4.30975, -0.72684], [2.63207, -3.77856, -1.39899], [2.52653, -4.29259, -2.83323], [2.74042, -5.80317, -2.97892], [4.05362, -6.27925, -2.31961], [4.00738, -5.79737, -0.87588], [5.13807, -3.67340, -1.36475], [5.43871, -4.11540, 3.81377], [3.80102, -3.78047, 3.36929], [5.14643, -2.70341, 2.98195], [4.71881, -5.49938, 1.85237], [5.92833, -4.38228, 1.17811], [3.74401, -2.79112, 0.67989], [2.93248, -4.26191, 1.15847], [1.83416, -4.16649, -0.77053], [2.72886, -2.69618, -1.44197], [1.54471, -3.98885, -3.19575], [3.29929, -3.83706, -3.45394], [1.93663, -6.37957, -2.50724], [2.68511, -6.16044, -4.00811], [4.06352, -7.36998, -2.30288], [4.88595, -6.02566, -2.97623], [3.15191, -6.21610, -0.34616], [4.89673, -6.23052, -0.41577], [5.17108, -2.61026, -1.12491], [5.15244, -3.73283, -2.44766], [6.02294, -4.11443, -0.91431], [-4.24164, -5.57384, -3.22470], [-4.20466, -4.06420, -2.86858], [-4.25089, -3.88705, -1.36198], [-4.00531, -2.44767, -0.92790], [-2.79148, -1.84434, -1.58999], [-1.51952, -2.51534, -1.13780], [-1.28983, -2.51094, 0.36352], [-2.52034, -3.02620, 1.10821], [-3.83862, -2.43815, 0.58848], [-5.23334, -1.57418, -1.18940], [-4.50411, -5.69967, -4.27669], [-5.01192, -6.09945, -2.65794], [-3.27457, -6.07440, -3.16378], [-5.06672, -3.66080, -3.40195], [-3.33011, -3.81346, -3.47056], [-3.48107, -4.53728, -0.94784], [-5.18130, -4.22876, -0.91239], [-2.96956, -1.80142, -2.66245], [-2.82922, -0.79250, -1.28670], [-1.57621, -3.49841, -1.61974], [-0.65985, -2.01434, -1.59011], [-0.49597, -3.22246, 0.59540], [-1.05717, -1.50942, 0.72384], [-2.60873, -4.11704, 1.11597], [-2.43979, -2.80416, 2.17428], [-4.65610, -2.94427, 1.10185], [-3.91044, -1.39786, 0.91161], [-5.31985, -1.51710, -2.27280], [-5.10007, -0.59447, -0.74413], [-6.04937, -2.16869, -0.78846], [-4.26659, 3.96578, -0.79472], [-4.87211, 4.73174, 0.08137], [-4.09331, 2.74774, -0.26900], [-4.87609, 3.91404, -1.95988], [-2.54101, 4.70311, -1.10363], [-2.77767, 5.92742, -1.80368], [-1.84776, 4.75491, 0.16336], [-1.91821, 3.69333, -1.99396], [1.16346, 0.33526, 0.33277], [1.25283, -0.61367, -0.62120], [1.10454, -0.28511, 1.47347], [2.18935, 1.15001, 0.28682], [-0.38027, 1.38485, -0.07742], [-1.50869, 0.68527, 0.47874], [-0.24421, 2.72020, 0.49432], [-0.43851, 1.38859, -1.54061], [3.57218, 4.40640, -0.64390], [4.37266, 4.18852, -1.66550], [3.40928, 3.36021, 0.16450], [4.04543, 5.37380, 0.10949], [1.82995, 4.91563, -1.35611], [2.09469, 5.84620, -2.41417], [1.22461, 3.65000, -1.70201], [1.01862, 5.54688, 0.06638], [1.54606, 7.07780, 0.31414], [1.60759, 7.19339, 1.75999], [2.66579, 7.60821, -0.41438], [0.02419, 8.08401, -0.22512], [-1.11147, 7.62278, 0.26683], [0.23317, 9.34275, 0.15378], [-0.06520, 8.08580, -1.56402], [2.29165, 4.33381, 3.95018], [3.04012, 4.38352, 2.84455], [3.04561, 3.83996, 4.91148], [1.89979, 5.57897, 4.15302], [0.75381, 3.18673, 3.66246], [1.31470, 2.29845, 2.66713], [0.46057, 2.51884, 4.90165], [-0.39146, 4.29411, 2.90106], [-1.34401, 4.55654, 4.16072], [-2.14637, 3.42981, 4.52116], [-0.59303, 5.17786, 5.21907], [-2.55708, 5.83910, 3.48888], [-3.49197, 5.23207, 2.75123], [-3.14658, 6.45509, 4.49489], [-1.91864, 6.75166, 2.73916], [2.64985, 1.13145, -3.87515], [2.29725, 1.03592, -2.61959], [3.17929, 2.31472, -4.03964], [3.47276, 0.17503, -4.25619], [1.05416, 1.07085, -4.95568], [1.44851, 0.92690, -6.32106], [0.27504, -0.02299, -4.41075], [0.11515, 2.48585, -4.46176], [0.25480, 3.41469, -5.78876], [1.59117, 3.92455, -5.94556], [-0.34831, 2.91274, -7.00199], [-0.83381, 4.87172, -5.19669], [-0.42862, 5.28970, -4.01759], [-0.73337, 5.85753, -6.06666], [-2.10685, 4.45918, -5.11840], [-0.54236, -2.75352, 7.01339], [-0.93943, -3.69340, 7.84390], [0.74358, -2.47288, 7.14506], [-0.73079, -3.19588, 5.75316], [-1.55583, -1.15597, 7.34710], [-2.87018, -1.61178, 7.73786], [-0.85052, -0.45248, 8.38219], [-1.26595, -0.22414, 5.93405], [-2.59591, -0.48334, 5.06032], [-3.20033, -1.80112, 5.09971], [-3.55872, 0.59175, 5.16042], [-1.93217, -0.36115, 3.25939], [-0.89324, 0.48422, 3.08723], [-1.46670, -1.55771, 2.86611], [-2.92146, -0.01866, 2.44036]], "atomic_forces_ev_per_a": [[-0.79, 0.51, 2.49], [-0.28, -0.68, 0.23], [0.46, 0.85, 0.77], [-0.42, 0.45, -0.01], [-0.02, -0.92, 0.46], [0.10, 0.64, -0.52], [1.26, -1.00, -0.63], [0.31, -0.61, -0.09], [-0.33, -0.93, 0.22], [-1.72, 0.20, -0.65], [0.95, -0.72, -0.23], [0.08, 0.49, 0.51], [0.07, -0.70, -0.39], [-0.06, 0.04, -0.15], [-0.33, 0.11, -0.48], [0.12, -0.12, -0.40], [0.16, 0.06, 0.32], [0.43, 0.06, 0.26], [-0.28, 0.08, -0.45], [-0.18, 0.37, 0.01], [-0.31, 0.04, 0.53], [0.09, 0.04, -0.19], [-0.26, 0.44, -0.05], [-0.15, 0.28, 0.24], [0.16, 0.50, -0.18], [-0.06, -0.01, 0.17], [0.38, 0.47, 0.64], [-0.15, 0.02, -0.17], [0.06, 0.74, 0.54], [-0.30, -0.03, 0.17], [-0.15, -0.46, 0.10], [0.01, -0.18, -0.27], [-0.56, -0.17, -0.20], [-0.62, -1.83, -1.33], [0.92, 0.57, -0.77], [-0.61, -0.23, 1.03], [-0.51, 1.41, 0.71], [0.33, -0.02, -0.92], [-0.85, -0.91, 0.11], [-0.81, -0.64, -0.25], [0.91, 0.49, 0.96], [0.87, -1.51, -0.75], [-0.16, 0.19, 0.01], [0.21, -0.20, 0.08], [0.00, 0.07, 0.59], [-0.02, 0.46, 0.34], [0.26, 1.05, 0.87], [0.17, 0.38, 0.29], [-0.20, 0.22, -0.21], [0.14, -0.50, -0.03], [0.23, -0.06, 0.31], [0.43, -0.33, 0.49], [-0.23, 0.14, -0.32], [0.36, 0.35, 0.05], [0.10, -0.25, -0.27], [0.23, -0.12, -0.49], [-0.54, -0.20, -0.63], [-0.30, -0.16, -0.60], [0.14, 0.06, -0.28], [-0.21, 0.22, 0.01], [-0.01, -0.10, 0.15], [-0.30, 0.51, 0.13], [2.63, 0.47, 0.73], [-0.65, 0.05, -0.18], [-0.47, -0.10, -0.36], [-0.54, -0.22, 0.08], [-0.84, 0.32, -1.85], [0.03, -0.20, 0.68], [-1.57, 0.43, -0.22], [-0.52, -0.22, 0.15], [-0.94, 1.20, -0.56], [0.26, -0.05, -0.30], [-0.16, -0.07, 0.52], [0.54, -0.36, -0.21], [-1.73, 0.45, 1.80], [0.62, -0.32, -0.59], [0.79, -2.07, -1.07], [0.73, -0.72, -0.46], [-1.78, 0.91, 0.61], [0.09, -0.54, 0.07], [0.25, -0.31, -0.82], [0.42, 0.38, -0.09], [0.57, -0.35, 0.56], [-0.47, -0.32, 0.86], [-0.23, 0.39, 0.30], [3.71, 0.70, -4.57], [-0.12, 1.75, 2.80], [-0.61, -0.05, -1.19], [-1.13, -0.83, -0.17], [1.02, 0.27, -0.90], [0.14, -0.06, 0.32], [-0.21, -0.24, 0.30], [0.03, -0.29, 0.29], [-0.94, 0.49, -0.81], [-0.06, -0.52, -0.36], [-0.32, 0.15, 0.37], [0.17, -0.11, 0.85], [2.65, -1.20, -0.31], [-0.64, 0.86, -0.57], [-0.53, 1.48, -0.84], [1.54, -2.32, 3.00], [-1.68, 0.87, 2.25], [-0.23, 0.33, -0.72], [-0.41, 0.40, -0.56], [0.47, -0.37, -0.05], [0.23, 0.18, -0.07], [0.04, -0.03, 0.13], [-0.13, -0.23, -0.05], [-1.53, 1.45, -0.96], [-0.01, -0.85, 0.65], [0.79, 0.39, -0.38], [-0.01, -0.26, 0.17], [-1.01, -1.67, 1.40], [0.15, 0.91, 0.62], [0.18, 0.39, 0.46], [3.20, -2.04, -4.00], [0.03, 2.88, -2.08], [-0.51, -0.22, 0.69], [-0.42, 0.04, 1.42], [0.73, -0.59, -0.69], [-0.01, -0.01, 0.43], [-0.12, -0.16, -0.09], [-0.04, -0.05, 0.15], [-1.17, 1.56, -0.91], [0.33, -0.42, 0.39], [0.38, -0.34, 0.31], [0.09, -0.09, 0.23], [1.01, 1.22, 0.63], [0.66, 0.16, -1.00], [0.51, -0.42, -0.27], [-2.07, -2.61, 1.19], [-1.26, 1.22, -0.62], [0.76, -0.03, -0.74], [0.84, -0.30, -0.43], [0.89, 0.84, 1.42], [-0.90, -0.15, 0.44], [0.65, 0.32, 0.79], [-0.32, -0.06, 0.11]]}